No. 1
The following is a DFT calculation (ωB97M-V with the def2-TZVPD basis set) of the molecule C6H12Si.

Atoms and positions in Å:
C 1.71056 -0.85115 -1.04467
C 1.92987 -1.13640 0.34489
C 1.43792 2.11130 0.19644
C -0.94467 -0.00989 0.23246
C -1.53042 -1.29418 -0.23694
C -1.97730 1.01773 0.58256
Si 0.66732 0.51730 -0.05795
H 2.35968 -0.33445 -1.68521
H 1.11261 -1.47846 -1.60434
H 1.09402 -1.81308 0.53180
H 2.82916 -1.02501 0.91451
H 0.74761 2.91884 0.36957
H 2.36040 2.50792 0.70873
H -2.25190 -1.82261 0.41746
H -0.78215 -2.00696 -0.57983
H -2.15578 -1.10106 -1.06609
H -1.65522 1.39732 1.54419
H -2.99135 0.57835 0.60069
H -1.96037 1.82451 -0.16827

The net charge is 0. Its multiplicity is 1. As for the largest force on an atom: 0.078 Eh/bohr. Its energy above the lowest of the compared OMol25 structures with the same formula, charge and spin is 122.6 kcal per mole. The value obtained for the HOMO energy (alpha / beta) is -0.258 / -0.242 hartree.

***

No. 2
The following is a DFT calculation (ωB97M-V with the def2-TZVPD basis set) of the molecule C6H12Si.

Atoms and positions in Å:
C 0.69927 1.46224 -0.84133
C -0.47236 0.53511 -0.72939
C -1.80087 1.00191 -0.13184
C -1.87794 -0.20390 0.80942
C -0.46396 -0.51268 0.48310
C 0.51493 -1.36920 1.01772
Si 2.17779 -1.59412 0.20007
H 1.56570 1.35074 -0.13714
H 0.29577 2.53946 -0.78814
H 1.10971 1.19557 -1.82703
H -0.58556 -0.00605 -1.67756
H -2.71172 1.17088 -0.69209
H -1.56892 1.93488 0.39312
H -2.65806 -0.90827 0.48200
H -2.01502 -0.00277 1.86997
H 0.37912 -2.03473 1.83930
H 2.92107 -0.39215 0.84019
H 2.00541 -1.18539 -1.16870
H 2.48565 -2.98152 0.05833

The net charge is 0. Its multiplicity is 1. As for the largest force on an atom: 0.074 Eh/bohr. Its energy above the lowest of the compared OMol25 structures with the same formula, charge and spin is 65.7 kcal per mole. The value obtained for the HOMO energy is -0.326 hartree.

***

No. 3
The following is a DFT calculation (ωB97M-V with the def2-TZVPD basis set) of a structure of composition C6H13B2BrCaN3O2S.

Atoms and positions in Å:
N 2.21170 -2.79227 1.22679
B 1.52159 -1.60486 0.95228
O 1.19636 -0.79963 2.16284
B 1.02785 -1.05334 -0.57994
Br 0.60904 -2.58940 -1.85751
C 2.10645 -0.00606 -1.10575
C 2.01031 1.37270 -0.40067
C 0.62661 2.05764 -0.51398
C -0.34841 1.90836 0.66720
S -2.05181 2.43182 0.10631
C -3.02355 1.02373 -0.26484
N -3.66646 0.91845 -1.33877
N -4.36814 -0.26327 -1.33749
C -4.10966 -0.83698 -0.25143
O -3.28364 -0.12590 0.51882
H 2.37507 -3.35675 0.40174
H 1.78833 -3.34787 1.95982
H 0.25404 -0.85534 2.27900
H -0.02117 -0.46365 -0.47925
H 1.89252 0.18319 -2.15446
H 3.12202 -0.37559 -1.06815
H 2.38562 1.33030 0.61651
H 2.70113 2.00129 -0.94495
H 0.79979 3.12103 -0.61315
H 0.17077 1.72243 -1.43530
H -0.11415 2.60610 1.45176
H -0.45280 0.91794 1.07112
H -4.53852 -1.77570 0.02567
Ca -0.82089 -1.34839 0.90577

The net charge is +1. Its multiplicity is 1. As for the largest force on an atom: 0.079 Eh/bohr. The value obtained for the HOMO energy is -0.472 hartree.